# 1
DFT (the ωB97M-V functional and the def2-TZVPD basis) results for a structure of composition C27H28MgN3O2S2.

Positions of all 63 atoms, in Å:
Mg -0.299 -1.244 -0.563
O 1.654 -1.005 -0.324
S 2.996 -0.740 0.317
C 2.588 0.132 1.852
C 1.987 1.520 1.640
C 0.953 1.913 2.700
C -0.386 1.189 2.599
S -1.334 1.387 1.064
O -0.486 0.725 -0.018
C -1.144 3.129 0.795
C -0.295 3.591 -0.197
C -0.196 4.961 -0.402
C -0.942 5.838 0.372
C -1.801 5.356 1.353
C -1.913 3.992 1.565
C 3.735 0.601 -0.588
C 3.085 1.130 -1.689
C 3.688 2.170 -2.385
C 4.919 2.661 -1.975
C 5.564 2.109 -0.875
C 4.977 1.067 -0.177
H 3.497 0.148 2.456
H 1.894 -0.569 2.323
H 1.516 1.556 0.660
H 2.787 2.261 1.627
H 0.778 2.987 2.630
H 1.345 1.729 3.704
H -1.072 1.517 3.384
H -0.292 0.103 2.686
H 0.271 2.892 -0.798
H 0.461 5.341 -1.172
H -0.865 6.904 0.204
H -2.393 6.042 1.943
H -2.590 3.609 2.321
H 2.129 0.729 -1.995
H 3.197 2.591 -3.252
H 5.386 3.469 -2.522
H 6.529 2.486 -0.564
H 5.485 0.623 0.671
C -5.611 -2.825 -1.152
N -4.481 -1.906 -1.232
C -4.507 -0.615 -1.700
C -3.236 -0.148 -1.588
N -2.432 -1.132 -1.053
C -3.221 -2.174 -0.856
H -6.532 -2.256 -1.249
H -5.608 -3.331 -0.190
H -5.560 -3.562 -1.950
H -5.406 -0.161 -2.077
H -2.850 0.821 -1.857
H -2.901 -3.130 -0.472
N -0.275 -8.781 -0.151
C -0.258 -7.634 -0.213
C -0.246 -6.194 -0.290
C -0.335 -5.558 -1.525
C -0.348 -4.172 -1.580
C -0.265 -3.353 -0.438
C -0.167 -4.049 0.780
C -0.160 -5.434 0.871
H -0.397 -6.153 -2.427
H -0.433 -3.722 -2.567
H -0.094 -3.498 1.716
H -0.089 -5.932 1.830

Summary:
charge	+1
energy relative to the best compared isomer or geometry (same formula, charge and spin)	1.8	kcal/mol
E_HOMO	-10.8	eV
orbital gap	8.48	eV



# 2
DFT (the ωB97M-V functional and the def2-TZVPD basis) results for an isolated molecule of C27H28N4O3.

Positions of all 62 atoms, in Å:
C -1.626 -1.374 -0.649
C -2.495 -1.879 0.510
N -3.932 -1.752 0.352
C -4.493 -2.659 -0.641
C -5.882 -3.138 -0.226
C -4.422 -0.395 0.179
C -4.281 0.478 1.435
N -2.962 1.049 1.594
C -2.531 2.064 0.810
O -3.259 2.649 0.030
C -1.090 2.427 0.963
C -0.710 3.730 0.649
C 0.617 4.102 0.661
C 1.602 3.165 0.966
N 2.950 3.532 0.874
C 3.984 2.828 0.319
O 5.100 3.296 0.280
C 3.645 1.471 -0.212
C 4.287 0.375 0.300
C 3.900 -0.917 -0.135
C 4.554 -2.091 0.399
C 4.354 -3.422 0.119
C 5.272 -4.133 0.917
C 5.962 -3.192 1.623
O 5.537 -1.960 1.320
N 2.930 -1.115 -1.000
C 2.324 -0.052 -1.556
C 1.302 -0.286 -2.500
C 0.667 0.761 -3.106
C 1.043 2.082 -2.820
C 2.027 2.343 -1.907
C 2.667 1.290 -1.227
C 1.224 1.878 1.338
C -0.107 1.511 1.322
H -0.580 -1.587 -0.445
H -1.905 -1.869 -1.576
H -1.730 -0.300 -0.786
H -2.216 -1.357 1.428
H -2.287 -2.940 0.673
H -4.545 -2.194 -1.638
H -3.839 -3.530 -0.715
H -6.597 -2.320 -0.210
H -5.837 -3.574 0.768
H -6.238 -3.890 -0.926
H -3.944 0.129 -0.663
H -5.487 -0.467 -0.042
H -4.984 1.311 1.342
H -4.522 -0.107 2.322
H -2.322 0.616 2.237
H -1.479 4.436 0.375
H 0.901 5.112 0.404
H 3.174 4.497 1.086
H 5.051 0.480 1.054
H 3.639 -3.813 -0.573
H 5.405 -5.195 0.961
H 6.751 -3.275 2.345
H 1.054 -1.311 -2.729
H -0.119 0.579 -3.824
H 0.550 2.896 -3.331
H 2.331 3.361 -1.713
H 1.973 1.158 1.630
H -0.357 0.488 1.563

Summary:
energy relative to the best compared isomer or geometry (same formula, charge and spin)	1.9	kcal/mol
SMILES string	CCN(CC)CCNC(=O)c1ccc(NC(=O)c2cc(-c3ccco3)nc3ccccc23)cc1
E_HOMO	-8.2	eV
orbital gap	7.87	eV



# 3
DFT (the ωB97M-V functional and the def2-TZVPD basis) results for a structure of composition C27H29As2InN2O3S4SbSe4.

Positions of all 73 atoms, in Å:
In -1.785 -1.133 -0.599
O -0.923 1.015 -0.620
N -0.912 1.787 -1.646
N -1.540 1.343 -2.652
O -2.182 0.231 -2.653
C -1.441 2.082 -3.871
C -0.888 3.361 -3.878
C -0.756 4.023 -5.085
C -1.168 3.425 -6.269
C -1.721 2.154 -6.246
C -1.859 1.477 -5.044
H -0.585 3.818 -2.948
H -0.329 5.017 -5.101
H -1.057 3.949 -7.209
H -2.043 1.683 -7.165
H -2.288 0.486 -5.011
S -3.971 -0.561 0.211
S -4.392 -1.690 -1.222
S -3.741 -2.416 -2.893
S -1.762 -2.878 -2.503
C -1.065 -4.562 1.589
As -2.011 -2.896 1.668
C -1.416 -2.173 3.398
C -3.787 -3.487 2.253
H -1.211 -5.096 2.530
H 0.002 -4.403 1.437
H -1.439 -5.181 0.774
H -2.111 -1.424 3.773
H -0.431 -1.712 3.310
H -1.377 -2.994 4.116
H -3.682 -4.025 3.197
H -4.226 -4.143 1.501
H -4.466 -2.649 2.416
O 0.138 -1.209 0.449
As 1.422 -0.138 0.532
C 2.689 -1.053 1.649
C 2.319 -2.223 2.294
C 3.214 -2.868 3.135
C 4.478 -2.332 3.327
C 4.850 -1.158 2.685
C 3.956 -0.514 1.847
C 1.139 1.600 1.299
C 0.140 1.833 2.231
C -0.140 3.137 2.613
C 0.607 4.187 2.097
C 1.649 3.944 1.219
C 1.913 2.648 0.809
C 2.230 -0.095 -1.223
C 2.819 -1.292 -1.622
C 3.354 -1.418 -2.893
C 3.295 -0.347 -3.774
C 2.706 0.845 -3.382
C 2.178 0.977 -2.106
H 1.324 -2.619 2.130
H 2.921 -3.778 3.642
H 5.177 -2.828 3.988
H 5.836 -0.741 2.845
H 4.231 0.408 1.347
H -0.444 1.011 2.635
H -0.954 3.355 3.290
H 0.360 5.196 2.398
H 2.245 4.759 0.827
H 2.721 2.447 0.115
H 2.849 -2.125 -0.927
H 3.813 -2.350 -3.197
H 3.706 -0.446 -4.771
H 2.650 1.678 -4.071
H 1.716 1.906 -1.805
Se -2.650 2.460 6.125
Sb -3.857 1.204 4.421
Se -4.579 2.349 2.518
Se -5.697 0.692 5.895
Se -3.762 0.465 1.849

Summary:
charge	-1
energy relative to the best compared isomer or geometry (same formula, charge and spin)	215.5	kcal/mol
E_HOMO (alpha / beta)	-3.7 / -3.6	eV
orbital gap (alpha / beta)	5.03 / 4.94	eV



# 4
DFT (the ωB97M-V functional and the def2-TZVPD basis) results for a structure of composition C27H29ClIN8NaO.

Positions of all 68 atoms, in Å:
Na 0.007 0.059 -0.034
Cl 5.187 -5.274 0.045
C 4.187 -3.845 0.196
C 4.769 -2.641 0.443
C 4.000 -1.470 0.571
I 4.984 0.320 0.970
C 2.605 -1.457 0.469
O 1.873 -0.429 0.595
C 2.004 -2.766 0.178
N 0.649 -2.778 0.023
C 0.052 -3.912 -0.237
C 0.735 -5.138 -0.358
C 2.092 -5.147 -0.213
C 2.779 -3.941 0.053
H 5.845 -2.589 0.545
H -1.030 -3.877 -0.366
H 0.188 -6.047 -0.570
H 2.654 -6.067 -0.303
C -5.344 2.201 0.698
N -3.954 2.425 1.054
C -3.263 3.614 0.987
C -1.987 3.315 1.357
N -1.869 1.971 1.646
C -3.068 1.478 1.450
H -5.887 3.139 0.784
H -5.792 1.483 1.382
H -5.436 1.832 -0.324
H -3.733 4.533 0.678
H -1.146 3.988 1.423
H -3.356 0.448 1.582
N 1.837 3.964 -0.085
C 1.634 2.614 -0.110
N 0.584 2.275 -0.806
C 0.051 3.473 -1.276
C -1.076 3.700 -2.062
C -1.392 5.007 -2.379
C -0.602 6.077 -1.922
C 0.518 5.867 -1.140
C 0.824 4.544 -0.833
H 2.597 4.431 0.375
H 2.290 1.904 0.385
H -1.686 2.873 -2.402
H -2.258 5.216 -2.993
H -0.875 7.090 -2.190
H 1.123 6.693 -0.788
C -2.718 -3.411 3.264
C -1.366 -2.813 2.952
N -1.554 -1.723 2.004
C -2.350 -1.867 0.881
N -2.132 -1.097 -0.130
C -3.024 -1.153 -1.279
C -4.382 -1.747 -0.960
C -4.171 -3.041 -0.205
N -3.384 -2.780 0.988
C -3.360 -3.858 1.969
H -3.347 -2.661 3.749
H -2.619 -4.262 3.937
H -0.698 -3.582 2.546
H -0.895 -2.405 3.844
H -0.708 -1.218 1.790
H -2.554 -1.734 -2.081
H -3.141 -0.140 -1.675
H -4.956 -1.922 -1.871
H -4.959 -1.063 -0.329
H -3.669 -3.775 -0.851
H -5.115 -3.485 0.111
H -2.817 -4.725 1.566
H -4.391 -4.175 2.133

Summary:
energy relative to the best compared isomer or geometry (same formula, charge and spin)	3.1	kcal/mol
E_HOMO	-6.7	eV
orbital gap	6.87	eV



# 5
DFT (the ωB97M-V functional and the def2-TZVPD basis) results for a structure of composition C27H29ClN5O3Se2Ti.

Positions of all 68 atoms, in Å:
Ti -0.040 0.334 0.391
N 1.331 -0.061 4.505
C 1.097 0.412 3.312
N 0.354 -0.236 2.416
C -0.277 -1.441 2.764
N -1.145 -1.964 1.956
N -1.394 -1.080 0.904
C -2.507 -1.183 0.282
C -2.836 -0.101 -0.639
C -4.001 -0.068 -1.357
C -4.287 1.082 -2.103
C -3.396 2.130 -2.066
C -2.222 2.004 -1.323
N -1.926 0.913 -0.624
C 0.028 -2.032 4.054
C -0.507 -3.255 4.475
C -0.224 -3.724 5.740
C 0.583 -2.979 6.606
C 1.112 -1.764 6.214
C 0.827 -1.309 4.938
H 1.883 0.500 5.145
H 1.525 1.375 3.048
H -3.196 -1.988 0.527
H -4.685 -0.906 -1.327
H -5.199 1.149 -2.681
H -3.586 3.048 -2.604
H -1.518 2.823 -1.305
H -1.143 -3.816 3.804
H -0.635 -4.667 6.072
H 0.794 -3.352 7.599
H 1.728 -1.183 6.889
C 3.558 -1.197 1.338
Se 2.695 0.231 0.362
C 3.046 -0.340 -1.458
C 2.300 -1.594 -1.839
Se 0.374 -1.502 -1.523
C 0.176 -3.281 -0.778
H 4.576 -1.231 0.957
H 3.060 -2.154 1.212
H 3.579 -0.909 2.385
H 4.120 -0.515 -1.522
H 2.806 0.517 -2.081
H 2.635 -2.457 -1.266
H 2.425 -1.813 -2.898
H 0.565 -3.960 -1.532
H -0.883 -3.472 -0.628
H 0.719 -3.370 0.157
C 5.371 3.534 0.678
C 4.312 3.789 1.720
C 4.660 4.034 3.042
C 3.696 4.304 4.004
Cl 4.180 4.605 5.636
C 2.359 4.332 3.668
C 1.985 4.082 2.349
C 2.961 3.831 1.402
O 2.671 3.552 0.053
C 1.398 3.808 -0.471
C 0.696 2.500 -0.239
O 0.640 1.538 -1.077
O 0.259 2.180 0.945
H 6.298 3.211 1.149
H 5.586 4.442 0.112
H 5.062 2.776 -0.042
H 5.705 4.027 3.327
H 1.612 4.557 4.418
H 0.934 4.095 2.100
H 1.502 4.001 -1.537
H 0.854 4.618 0.017

Summary:
charge	+3
E_HOMO	-15.4	eV
orbital gap	4.65	eV



# 6
DFT (the ωB97M-V functional and the def2-TZVPD basis) results for a structure of composition C27H29F2N4O3PtSb.

Positions of all 67 atoms, in Å:
Pt 0.150 1.257 0.913
C 3.412 -1.402 0.430
C 2.297 -0.705 1.139
O 1.607 0.061 0.390
C 2.106 -0.904 2.544
C 2.759 -1.996 3.172
C 2.657 -2.212 4.517
C 1.911 -1.318 5.300
C 1.285 -0.236 4.732
C 1.362 -0.007 3.351
O 0.767 1.079 2.876
H 3.478 -1.033 -0.587
H 3.230 -2.479 0.411
H 4.349 -1.226 0.957
H 3.345 -2.682 2.578
H 3.157 -3.052 4.976
H 1.837 -1.475 6.368
H 0.736 0.474 5.337
F 0.037 1.423 -4.468
C -0.465 1.873 -3.323
C 0.005 1.304 -2.143
C -0.478 1.790 -0.951
C -1.463 2.801 -0.930
C -1.913 3.298 -2.149
F -2.835 4.263 -2.165
C -1.428 2.855 -3.363
C -1.815 3.346 0.377
C -2.741 4.343 0.669
C -2.829 4.834 1.958
C -1.984 4.342 2.948
C -1.120 3.328 2.624
N -1.061 2.824 1.374
H 0.696 0.474 -2.241
H -1.787 3.270 -4.294
H -3.363 4.740 -0.114
H -3.541 5.616 2.186
H -1.994 4.738 3.953
H -0.441 2.897 3.346
C 0.249 -1.864 -4.368
Sb 2.007 -1.530 -3.191
C 3.211 -0.388 -4.549
C 2.919 -3.459 -3.421
H 0.516 -2.075 -5.402
H -0.399 -0.988 -4.342
H -0.277 -2.726 -3.959
H 3.227 -0.833 -5.543
H 4.230 -0.345 -4.168
H 2.803 0.619 -4.623
H 2.691 -3.867 -4.405
H 2.538 -4.138 -2.660
H 4.000 -3.368 -3.323
C -2.464 -2.805 -1.367
N -2.374 -1.923 -0.193
C -3.346 -1.873 0.731
C -3.253 -1.088 1.828
C -2.112 -0.269 1.977
N -1.170 -0.248 0.987
C -1.224 -1.133 -0.117
O -0.367 -1.243 -0.948
N -1.954 0.455 3.072
H -3.360 -3.410 -1.269
H -1.587 -3.445 -1.409
H -2.513 -2.207 -2.274
H -4.197 -2.519 0.563
H -4.015 -1.098 2.591
H -2.651 0.394 3.796
H -1.051 0.871 3.285

Summary:
charge	+2
energy relative to the best compared isomer or geometry (same formula, charge and spin)	46.9	kcal/mol
E_HOMO (alpha / beta)	-12.3 / -12.3	eV
orbital gap (alpha / beta)	3.57 / 3.57	eV



# 7
DFT (the ωB97M-V functional and the def2-TZVPD basis) results for a structure of composition C27H30AlN3O3S5.

Positions of all 69 atoms, in Å:
Al 0.704 -0.616 1.144
N 3.754 0.665 3.833
C 2.680 0.081 3.241
S 2.965 -0.728 1.716
N 1.538 0.152 3.862
N 0.555 -0.533 3.175
C -0.403 -1.017 3.868
C -1.455 -1.841 3.304
C -2.514 -2.234 4.129
C -3.500 -3.089 3.679
C -3.412 -3.591 2.381
C -2.371 -3.227 1.551
C -1.385 -2.331 1.983
O -0.434 -1.971 1.141
H 4.563 0.836 3.264
H 3.580 1.267 4.620
H -0.401 -0.839 4.942
H -2.545 -1.857 5.145
H -4.314 -3.379 4.329
H -4.167 -4.277 2.017
H -2.291 -3.614 0.543
O 0.868 -0.399 -0.600
C 1.786 -0.418 -1.640
C 2.317 -1.829 -1.860
C 1.967 -2.936 -1.150
C 2.564 -4.129 -1.649
C 3.334 -3.905 -2.744
S 3.327 -2.253 -3.191
C 2.902 0.583 -1.363
C 4.255 0.467 -1.424
C 4.936 1.644 -1.000
C 4.083 2.631 -0.625
S 2.450 2.151 -0.807
C 1.058 0.009 -2.909
C 1.511 0.755 -3.952
C 0.561 0.864 -5.007
C -0.594 0.201 -4.733
S -0.537 -0.559 -3.197
H 1.283 -2.914 -0.315
H 2.420 -5.103 -1.206
H 3.905 -4.617 -3.318
H 4.761 -0.440 -1.715
H 6.012 1.736 -0.967
H 4.321 3.617 -0.261
H 2.491 1.210 -3.965
H 0.731 1.417 -5.919
H -1.479 0.128 -5.342
C -0.905 4.505 -1.545
C -2.033 4.019 -0.641
C -1.552 3.150 0.518
S -0.910 1.583 -0.080
O -0.385 0.943 1.220
C -2.420 0.668 -0.422
C -3.387 0.508 0.740
C -4.535 -0.415 0.344
H -1.302 5.064 -2.391
H -0.317 3.676 -1.942
H -0.227 5.161 -0.997
H -2.781 3.477 -1.226
H -2.558 4.874 -0.209
H -2.329 2.961 1.256
H -0.696 3.596 1.029
H -2.042 -0.302 -0.754
H -2.872 1.156 -1.290
H -3.790 1.475 1.048
H -2.855 0.093 1.596
H -5.099 -0.008 -0.497
H -5.222 -0.553 1.179
H -4.161 -1.399 0.059

Summary:
energy relative to the best compared isomer or geometry (same formula, charge and spin)	1.6	kcal/mol
E_HOMO	-7.8	eV
orbital gap	8.08	eV